{
  "formula": "HO5S2",
  "method": "the ωB97M-V functional and the def2-TZVPD basis",
  "symbols": ["S", "S", "O", "O", "O", "O", "O", "H"],
  "coordinates": [[0.96, -0.21, -0.13], [-1.28, 1.52, -0.04], [-2.16, 0.29, 0.20], [0.48, 0.94, 0.76], [2.08, -0.80, 0.55], [1.09, 0.31, -1.47], [-0.21, -1.26, -0.06], [-0.96, -0.79, 0.18]],
  "lowdin_spin": [0.01, 1.16, 0.52, 0.26, 0.02, 0.02, 0.00, 0.00],
  "s_squared": 2.0069,
  "gap_ev": [6.272, 9.079],
  "total_charge": -1,
  "multiplicity": 3,
  "lumo_energy_ev": [3.669, 3.174]
}

{
  "formula": "C8H10O",
  "method": "the ωB97M-V functional and the def2-TZVPD basis",
  "symbols": ["O", "C", "C", "C", "C", "C", "C", "C", "C", "H", "H", "H", "H", "H", "H", "H", "H", "H", "H"],
  "coordinates": [[0.58, 2.60, 0.04], [-1.44, -0.40, 0.31], [-1.64, 1.13, 0.66], [0.43, 1.37, -0.57], [0.22, -2.36, -0.36], [0.04, -0.88, -0.33], [-0.21, 1.57, 0.68], [1.32, -2.94, 0.10], [0.94, 0.02, -0.71], [-0.14, 1.47, -1.48], [-1.49, -1.00, 1.21], [-2.10, 1.25, 1.60], [0.38, 1.08, 1.44], [-0.61, -2.99, -0.73], [2.16, -2.29, 0.54], [-2.15, 1.65, -0.17], [1.51, -4.00, 0.05], [1.97, -0.22, -1.08], [-2.13, -0.85, -0.40]],
  "mulliken_charge": [-0.51, -0.78, -0.63, 0.11, -0.43, 0.26, -0.14, -0.70, -0.37, 0.24, 0.36, 0.31, 0.36, 0.28, 0.23, 0.28, 0.30, 0.41, 0.44],
  "smiles": "C=CC1=C[C@@H]2O[C@H]2CC1",
  "gap_ev": 9.979,
  "lumo_energy_ev": 1.035
}

{
  "formula": "C8H18P2S",
  "method": "the ωB97M-V functional and the def2-TZVPD basis",
  "symbols": ["S", "P", "P", "C", "C", "C", "C", "C", "C", "C", "C", "H", "H", "H", "H", "H", "H", "H", "H", "H", "H", "H", "H", "H", "H", "H", "H", "H", "H"],
  "coordinates": [[-1.14, -2.86, 0.45], [0.73, 0.76, -0.12], [-0.65, -0.87, 0.03], [-2.67, -0.91, -1.94], [-2.12, -0.10, -0.75], [2.29, 0.27, 0.67], [2.12, 0.45, 2.22], [-1.99, 1.33, -1.26], [2.65, -1.25, 0.35], [-3.26, -0.07, 0.32], [3.42, 1.17, 0.22], [-3.46, -1.09, 0.57], [-1.98, -1.12, -2.77], [1.18, 0.00, 2.64], [4.20, 1.04, 0.96], [3.83, 0.87, -0.71], [3.67, -1.44, 0.46], [2.15, -1.95, 0.93], [-1.62, 2.11, -0.50], [-2.95, -1.86, -1.47], [-3.01, 1.67, -1.63], [-4.26, 0.36, 0.03], [2.93, -0.01, 2.69], [-3.57, -0.59, -2.31], [-2.75, 0.42, 1.23], [-1.41, 1.38, -2.19], [2.34, -1.39, -0.78], [2.08, 1.48, 2.59], [3.21, 2.21, 0.10]],
  "mulliken_charge": [-0.37, -0.13, 0.49, -1.83, 1.29, 1.50, -1.58, -1.85, -1.77, -1.52, -1.87, 0.47, 0.37, 0.35, 0.42, 0.46, 0.49, 0.45, 0.40, 0.42, 0.42, 0.36, 0.49, 0.53, 0.35, 0.48, 0.36, 0.38, 0.46],
  "smiles": "CC(C)(C)P=P(=S)C(C)(C)C",
  "gap_ev": 7.180,
  "lumo_energy_ev": -0.907
}

{
  "formula": "C32H26Br2F5IrN2O2S2",
  "method": "the ωB97M-V functional and the def2-TZVPD basis",
  "symbols": ["Ir", "Br", "Br", "S", "S", "F", "F", "F", "F", "F", "O", "O", "N", "N", "C", "C", "C", "C", "C", "C", "C", "C", "C", "C", "C", "C", "C", "C", "C", "C", "C", "C", "C", "C", "C", "C", "C", "C", "C", "C", "C", "C", "C", "C", "C", "C", "H", "H", "H", "H", "H", "H", "H", "H", "H", "H", "H", "H", "H", "H", "H", "H", "H", "H", "H", "H", "H", "H", "H", "H", "H", "H"],
  "coordinates": [[-0.19, -0.28, -0.17], [3.78, 5.47, 0.22], [-1.70, 4.42, 1.11], [0.71, -3.27, 0.40], [-2.05, -0.65, -1.42], [-5.02, 3.44, -0.63], [-6.89, 1.95, 0.63], [-4.36, -1.92, -0.14], [-6.57, -0.73, 0.87], [-2.81, 2.27, -1.63], [-0.83, 1.58, 0.26], [0.52, -2.15, -0.67], [1.54, 0.71, -0.40], [-3.15, -1.98, 2.60], [6.71, -3.70, 0.97], [-2.41, -0.77, 2.28], [-0.96, -0.69, 2.74], [1.38, -0.26, 2.36], [1.10, 4.67, 0.59], [-2.53, -3.19, 2.12], [-3.73, -2.10, 3.92], [3.78, 2.31, -0.52], [0.20, -4.70, -0.54], [3.03, -3.21, 1.75], [-4.49, -0.60, -0.23], [1.44, 2.04, -0.08], [2.35, 4.24, 0.24], [0.60, -0.62, 4.60], [-0.69, -0.77, 4.10], [-3.49, 0.16, -0.84], [0.14, 2.46, 0.28], [4.41, -3.27, 1.89], [3.85, 0.98, -0.85], [0.09, -0.45, 1.85], [4.62, -3.87, -0.43], [0.00, 3.79, 0.62], [2.46, -3.49, 0.51], [2.70, 0.19, -0.78], [2.56, 2.89, -0.12], [5.22, -3.61, 0.80], [-5.80, 1.37, 0.15], [1.63, -0.36, 3.72], [-3.70, 1.53, -1.00], [-4.84, 2.14, -0.50], [-5.63, 0.00, 0.27], [3.25, -3.82, -0.58], [-3.26, -3.99, 2.10], [7.09, -2.87, 1.56], [2.81, -4.01, -1.55], [2.70, -0.87, -1.02], [2.23, -0.07, 1.72], [-2.17, -3.03, 1.10], [-1.68, -3.51, 2.75], [-2.95, 0.09, 2.69], [5.24, -4.13, -1.28], [4.86, -3.07, 2.85], [-4.16, -1.15, 4.22], [7.22, -3.71, 0.01], [6.97, -4.62, 1.50], [-2.41, -0.66, 1.20], [4.78, 0.53, -1.16], [-1.51, -0.92, 4.79], [2.40, -2.95, 2.59], [-0.87, -4.59, -0.70], [0.78, -0.68, 5.67], [0.73, -4.73, -1.49], [2.64, -0.22, 4.09], [-3.02, -2.43, 4.69], [4.67, 2.93, -0.56], [0.94, 5.70, 0.87], [-4.53, -2.84, 3.88], [0.40, -5.59, 0.06]],
  "lowdin_spin": [0.51, 0.00, 0.00, 0.00, 0.23, 0.00, 0.00, 0.01, 0.00, 0.00, 0.00, 0.02, 0.03, 0.01, 0.00, 0.01, 0.00, 0.01, 0.00, 0.00, 0.00, 0.02, 0.00, 0.00, 0.01, 0.00, 0.01, 0.00, 0.00, 0.02, 0.00, 0.00, 0.00, 0.03, 0.00, 0.01, 0.00, 0.02, 0.00, 0.00, 0.01, 0.00, 0.01, 0.00, 0.00, 0.00, 0.00, 0.00, 0.00, 0.00, 0.00, 0.00, 0.00, 0.00, 0.00, 0.00, 0.00, 0.00, 0.00, 0.01, 0.00, 0.00, 0.00, 0.00, 0.00, 0.00, 0.00, 0.00, 0.00, 0.00, 0.00, 0.00],
  "s_squared": 0.7594,
  "gap_ev": [6.611, 5.176],
  "total_charge": 1,
  "multiplicity": 2,
  "lumo_energy_ev": [-3.955, -5.392]
}

{
  "formula": "C6H8O2",
  "method": "the ωB97M-V functional and the def2-TZVPD basis",
  "symbols": ["O", "O", "C", "C", "C", "C", "C", "C", "H", "H", "H", "H", "H", "H", "H", "H"],
  "coordinates": [[-0.20, 1.94, 0.01], [0.34, -1.28, -0.50], [1.17, -0.13, -0.23], [-1.89, -0.12, 0.07], [-0.83, 0.73, 0.55], [2.36, -0.17, 0.35], [-0.93, -1.42, 0.15], [0.24, 0.83, -0.58], [-2.10, 0.18, -0.98], [3.15, 0.57, 0.28], [2.74, -1.19, 0.89], [-2.97, -0.39, 0.50], [-0.64, -1.66, 1.38], [-1.36, -2.43, -0.20], [-0.37, 0.79, -1.35], [-0.38, 0.56, 1.49]],
  "mulliken_charge": [-0.47, -0.38, 0.38, -0.22, -0.38, -0.82, -0.43, -0.28, 0.23, 0.31, 0.18, 0.29, 0.25, 0.31, 0.56, 0.48],
  "smiles": "C=C1OCC[C@@H]2O[C@@H]12",
  "gap_ev": 9.876,
  "lumo_energy_ev": 0.976
}

{
  "formula": "C9H12F3NO4",
  "method": "the ωB97M-V functional and the def2-TZVPD basis",
  "symbols": ["F", "F", "F", "O", "O", "O", "O", "N", "C", "C", "C", "C", "C", "C", "C", "C", "C", "H", "H", "H", "H", "H", "H", "H", "H", "H", "H", "H", "H"],
  "coordinates": [[2.25, 2.98, 1.02], [3.19, 2.31, -2.15], [0.40, 3.85, -0.50], [1.32, -2.34, 2.27], [0.44, -1.42, 2.00], [-0.89, -1.83, -1.18], [-1.51, -3.73, 0.34], [-1.20, 1.59, 2.08], [1.55, 2.90, -0.29], [-0.67, -3.11, -0.49], [-0.45, 0.61, -1.32], [1.95, 2.00, -1.41], [0.64, -0.80, 0.69], [-0.67, -0.67, -0.26], [1.07, 0.69, -1.93], [-2.09, -0.39, 0.48], [-2.07, 0.57, 1.80], [-2.83, 0.09, -0.31], [-2.91, 0.37, 2.62], [1.13, 0.27, 0.87], [2.19, -1.83, 2.39], [-1.16, 0.35, -2.24], [1.68, -0.32, -1.85], [-2.61, -1.42, 0.81], [0.94, 0.87, -3.11], [-0.86, 1.63, -0.89], [1.49, -1.44, 0.14], [-0.55, 1.65, 1.27], [0.37, -3.65, -0.71]],
  "mulliken_charge": [-0.23, -0.29, -0.22, -0.47, -0.04, -0.39, -0.47, -0.66, 0.20, 0.24, -0.84, 0.38, -0.67, 1.00, -0.55, -0.82, 0.07, 0.30, 0.32, 0.04, 0.34, 0.38, 0.28, 0.29, 0.34, 0.42, 0.53, 0.22, 0.29],
  "smiles": "[H]/N=C\\C[C@@](CCC(F)=C(F)F)(COO)OC=O",
  "gap_ev": 7.439,
  "lumo_energy_ev": -1.933
}

What did we get for energy relative to the best compared isomer or geometry (same formula, charge and spin)? Answer: 0.0 455.4 0.0 218.8 634.2 1365.4 kJ/mol, in the order shown.